104
Properties=species:S:1:pos:R:3:forces:R:3 method="wB97M-V/def2-TZVPD" fmax_ha_per_bohr=0.010 gap_ev=4.47 de_lowest_kcal_mol=28.9 multiplicity=1 total_charge=-2
H -6.144 -4.947 -2.661 -0.001 0.002 -0.004
H 4.557 1.940 -0.030 -0.002 -0.005 0.009
C -3.652 1.316 3.795 0.024 -0.030 -0.005
H 0.356 -5.231 -5.223 0.002 -0.002 -0.001
C -0.729 6.401 1.453 0.015 0.001 0.017
C -2.167 2.841 -0.983 -0.011 -0.011 0.041
C -0.709 4.000 1.224 -0.041 0.048 -0.075
C -3.947 3.077 1.675 -0.015 0.010 0.009
H -3.370 -1.696 -2.723 0.002 0.002 -0.004
C -2.806 2.279 1.755 0.017 -0.013 0.002
H -2.560 -5.147 -0.327 0.012 0.003 -0.003
H 5.306 0.201 -1.635 0.002 0.006 -0.001
H -3.528 0.634 4.626 -0.014 -0.002 -0.004
H -2.054 5.322 0.178 0.002 0.007 -0.009
C 0.837 5.082 2.731 0.033 0.046 0.025
C -1.482 3.612 -1.923 0.029 -0.014 -0.037
C -2.823 -2.184 1.329 -0.011 -0.001 0.001
P -1.373 2.396 0.606 0.045 -0.019 0.041
C 1.186 -2.499 -3.376 -0.008 -0.031 0.009
C -4.938 2.993 2.636 0.012 -0.009 -0.027
C -4.386 -5.179 -1.441 0.015 -0.002 0.012
H 0.356 -3.328 1.489 -0.004 0.010 -0.009
C 1.557 -5.268 -3.441 0.008 -0.003 0.007
P -1.137 -2.707 -0.906 -0.079 -0.037 0.229
H 1.634 5.002 3.458 0.011 -0.074 0.007
C -5.213 -4.501 -2.332 0.003 0.013 0.005
C 2.292 -0.239 2.575 -0.007 0.049 -0.188
H 2.698 -4.985 -1.642 0.000 -0.003 0.001
C 0.645 -3.268 -4.405 0.006 -0.019 0.009
S 2.826 -1.596 1.661 -0.046 -0.047 0.073
C 0.330 3.925 2.146 -0.012 -0.001 0.012
H 0.081 -2.779 -5.194 -0.003 0.002 0.000
H -2.348 -2.414 4.674 -0.003 -0.003 0.001
C -1.288 -0.929 -1.374 -0.075 0.101 -0.031
C 3.837 1.432 -0.658 -0.014 -0.007 -0.020
H -4.728 1.819 -2.973 -0.001 0.002 -0.005
F -0.126 8.223 3.701 -0.021 0.010 0.017
H -4.075 -1.766 3.017 -0.004 0.018 0.009
C 2.127 -4.507 -2.429 -0.008 0.007 0.003
H 0.505 1.270 -1.183 0.014 0.170 -0.204
C -3.139 3.126 -3.589 0.017 0.011 -0.005
C 1.955 0.029 -2.203 -0.071 -0.081 -0.036
H -1.137 7.369 1.189 -0.002 0.002 -0.007
C -3.637 -2.680 -2.358 -0.004 -0.006 0.033
F -4.777 4.130 -4.968 0.000 0.006 0.001
H -0.680 -0.352 -0.630 -0.082 -0.088 -0.056
C -0.900 -2.937 3.178 -0.032 0.007 -0.004
F -6.694 0.954 4.482 0.007 0.010 -0.005
S 0.723 0.413 2.277 0.048 -0.148 0.064
N 2.516 2.634 4.620 0.015 0.085 -0.067
C 3.332 -0.226 -2.328 0.048 0.012 0.026
C 0.825 7.584 2.978 0.048 -0.024 0.010
H -1.131 0.516 -2.965 -0.013 -0.003 0.027
F -6.636 3.089 4.808 -0.001 -0.005 -0.004
H 2.148 2.459 0.170 -0.007 0.004 0.020
C 0.312 6.312 2.376 -0.045 -0.021 -0.030
H -1.416 4.356 -3.931 -0.003 0.001 -0.005
C -4.782 2.113 3.701 0.005 0.000 0.006
H -5.465 -2.709 -3.482 0.000 0.000 -0.001
C -5.857 1.989 4.735 -0.028 -0.001 0.003
C -1.238 5.249 0.887 -0.004 -0.005 -0.019
H -3.866 1.553 -0.692 -0.007 0.005 0.013
F -5.365 1.779 5.969 0.003 -0.009 0.015
C -3.823 2.334 -2.675 -0.006 0.003 0.015
C -0.881 -0.541 -2.800 -0.026 0.061 -0.019
F 1.214 8.470 2.029 0.006 0.012 -0.009
C -3.705 3.300 -4.963 0.007 -0.002 -0.021
C 4.449 -0.071 3.807 0.001 0.014 -0.027
H 0.732 2.953 2.428 0.027 0.025 0.009
H -3.583 -1.890 0.612 0.003 -0.011 -0.001
P 0.845 -0.697 -3.461 0.039 0.088 -0.058
C 0.808 -4.647 -4.430 -0.008 0.009 -0.002
F -2.820 3.820 -5.832 -0.006 -0.005 0.015
H -0.125 -3.191 3.890 -0.004 -0.005 0.005
H 1.694 -6.343 -3.457 -0.002 -0.002 -0.001
F -4.138 2.137 -5.490 0.000 0.000 -0.003
C -3.104 -2.118 2.686 -0.005 0.030 0.014
C -0.628 -3.019 1.820 0.008 0.014 0.019
C -2.139 -2.489 3.613 0.020 -0.001 -0.006
H -2.311 -0.578 -1.177 -0.020 -0.032 -0.038
C 1.553 1.034 -1.315 -0.183 -0.218 0.152
C 1.937 -3.134 -2.387 -0.042 0.001 0.027
H 2.308 -2.561 -1.539 0.047 -0.020 -0.103
H -1.469 -1.086 -3.547 -0.004 -0.007 0.004
F 1.873 7.403 3.792 -0.025 0.004 -0.015
C -2.799 -3.343 -1.464 0.051 0.024 -0.227
C -2.668 1.390 2.817 -0.044 -0.023 0.008
C -3.195 -4.609 -1.023 -0.002 -0.021 -0.015
H -1.786 0.761 2.893 0.004 0.012 -0.010
C -4.831 -3.251 -2.788 -0.007 -0.012 0.004
H -0.547 4.087 -1.651 -0.005 0.006 0.013
H 3.672 -0.987 -3.023 0.003 0.008 -0.007
C 4.255 0.451 -1.557 -0.029 -0.014 -0.001
Pd 1.011 -1.114 -0.062 0.420 0.217 0.205
N 5.518 -0.406 4.095 -0.004 -0.011 0.010
C 2.778 1.627 4.111 -0.058 -0.129 0.076
C 3.143 0.398 3.503 0.062 0.057 0.001
C -1.582 -2.633 0.881 -0.019 0.006 0.032
C 2.492 1.728 -0.551 0.056 0.010 0.063
H -5.819 3.616 2.569 -0.002 0.001 0.009
H -4.064 3.778 0.857 0.015 0.000 -0.009
C -1.964 3.760 -3.215 0.001 -0.013 0.017
C -3.337 2.192 -1.388 -0.030 -0.003 -0.016
H -4.672 -6.157 -1.072 -0.003 -0.001 0.001

=====

119
Properties=species:S:1:pos:R:3:forces:R:3 method="wB97M-V/def2-TZVPD" fmax_ha_per_bohr=0.049 gap_ev="4.56 / 4.56" multiplicity=1 total_charge=-1
C -0.142 7.368 -2.408 -0.276 0.006 -0.026
H -1.618 0.058 2.888 0.026 -0.028 0.025
C 5.752 -0.584 -2.581 -0.012 -0.036 -0.014
C 1.542 -1.847 -2.619 -0.071 0.245 -0.357
H 4.338 0.525 2.444 0.095 0.127 0.049
N 2.803 -1.485 -2.528 0.232 -0.197 0.082
O -6.027 5.036 2.789 -0.010 0.072 -0.027
H 1.249 -2.348 3.604 -0.808 0.215 0.713
C -0.060 -6.247 3.589 0.091 0.367 -0.080
H -3.769 4.822 1.912 -0.057 -0.014 -0.058
C 3.234 1.932 -2.007 -0.048 0.153 -0.126
H -0.654 8.319 -2.473 -0.036 0.046 -0.038
C 2.803 3.585 1.641 -0.093 -0.056 -0.007
C -2.798 3.047 1.268 -1.392 -0.660 0.354
H -1.279 -1.336 1.126 0.305 0.043 0.179
C 4.594 0.129 -2.338 0.203 0.678 0.129
H 1.954 -6.967 3.507 0.114 -0.048 0.000
O -1.605 4.970 1.158 -0.002 -0.186 -0.088
H -1.356 -2.481 3.527 0.112 -0.021 0.143
C 4.618 1.530 -2.206 0.142 -0.680 -0.044
H 1.677 -6.015 -4.817 0.055 -0.023 -0.044
H 7.860 -0.416 -2.855 0.073 0.007 -0.007
S 1.011 -3.644 -0.029 0.668 0.119 0.988
O 1.733 -4.561 -0.861 0.153 -0.090 0.185
C -0.598 3.629 -1.992 0.005 0.095 -0.348
C 1.949 6.150 -2.367 0.054 0.078 -0.044
C -0.607 -4.523 1.999 -0.014 -0.016 -0.039
H 0.979 -1.278 4.874 -0.020 -0.190 0.036
H -6.912 2.015 -1.192 -0.063 0.090 0.004
C 1.863 -4.138 -3.808 -0.040 0.031 -0.162
C -0.239 -5.141 -4.460 -0.274 -0.018 -0.033
C 3.796 -1.356 3.319 -0.107 -0.410 0.032
C 1.144 -3.085 -3.275 -0.676 -0.038 -0.211
O -1.922 0.967 0.537 -0.279 0.097 0.156
La 0.407 0.686 -0.582 -0.838 -0.213 0.361
C -0.964 -4.091 -3.920 -0.057 0.074 -0.044
C 1.248 7.339 -2.473 0.255 0.036 0.034
N -4.175 -0.432 1.578 -0.154 -1.518 0.287
H 0.260 -1.741 1.556 -0.103 0.173 -0.005
H 4.292 -1.365 4.269 0.138 0.154 0.176
N -0.420 -0.989 1.560 -0.072 -0.407 -0.145
C -3.661 0.206 -2.092 0.007 0.537 0.137
C -3.869 3.756 1.771 0.252 -0.071 -0.015
N 1.874 -2.308 0.218 -1.592 -1.074 -1.628
N 0.444 -1.135 -2.269 0.177 -0.367 -0.547
C 6.939 0.121 -2.674 0.020 -0.216 -0.022
H 0.170 -7.842 4.835 -0.119 0.066 -0.034
N 2.442 0.826 -1.953 0.405 -0.063 -0.329
C -4.064 0.976 1.550 0.090 1.543 -0.017
C 1.242 -6.272 3.084 0.002 0.023 -0.020
H 0.457 -2.870 5.032 0.104 0.169 -0.011
H 1.785 8.270 -2.603 0.059 0.043 -0.016
C 5.806 2.233 -2.320 -0.042 0.051 -0.004
H 5.715 -1.656 -2.696 0.017 -0.164 -0.006
C -5.123 1.713 2.043 0.081 -0.079 0.008
C -2.258 2.008 -2.021 -0.204 -0.126 -0.171
C 1.224 4.987 -2.179 -0.611 0.024 0.041
H -1.383 -1.265 4.825 0.092 -0.064 -0.012
H -1.956 6.215 -2.231 -0.137 0.009 0.014
O 1.532 1.529 2.707 0.422 0.432 -0.335
H 2.040 4.050 2.269 0.112 -0.013 0.004
C -3.654 1.601 -1.900 -0.014 -0.608 -0.115
C 1.608 -5.442 2.041 -0.050 -0.142 0.005
H -4.818 3.337 -1.402 0.014 0.131 0.012
H 7.914 2.022 -2.625 0.025 0.059 -0.010
H 3.218 4.312 0.946 0.007 -0.041 -0.025
H -0.757 -5.951 -4.956 -0.050 -0.062 0.048
H 2.600 -5.491 1.620 0.131 -0.072 -0.043
H -1.398 -7.227 4.767 0.072 -0.037 -0.006
C 1.151 -5.167 -4.399 0.255 -0.008 0.025
H -6.012 1.202 2.378 0.017 0.011 -0.032
N -1.871 3.267 -1.980 -0.088 0.144 0.148
N -0.413 -7.034 4.671 -0.028 -0.276 0.244
O -0.599 3.141 0.644 -0.617 0.649 0.438
O -7.145 3.207 2.982 -0.088 0.005 0.002
H 2.940 -4.148 -3.762 0.132 -0.003 0.060
C -0.830 -1.626 3.953 -0.537 0.464 -0.470
C -5.992 0.152 -1.677 -0.028 -0.195 0.018
C 6.965 1.509 -2.545 0.085 0.170 0.022
H 0.112 0.175 3.198 -0.055 0.075 -0.028
N -1.479 0.912 -2.208 -0.408 -0.066 -0.376
C -0.182 5.014 -2.141 0.583 -0.061 -0.038
O -5.183 -0.922 2.086 0.155 0.104 -0.219
C -0.983 -5.359 3.033 0.099 -0.054 0.094
H -4.812 -1.595 -2.134 -0.013 -0.182 -0.005
C -0.655 -1.803 -2.697 -0.116 0.150 -0.287
O 2.203 2.556 0.844 0.687 0.819 -0.224
N 0.514 -2.063 4.408 0.469 -0.125 -0.393
H -6.919 -0.393 -1.571 -0.084 -0.056 0.006
N 0.491 2.827 -1.901 0.170 0.317 -0.183
C 1.603 3.592 -2.013 -0.220 -0.008 -0.105
N 2.863 3.197 -2.029 0.301 -0.056 0.067
C -2.273 -0.183 -2.293 0.010 0.568 -0.245
N -1.907 -1.407 -2.621 -0.092 -0.607 0.128
N -6.142 3.828 2.666 -0.557 0.415 0.351
C -0.690 -0.513 2.903 -0.002 -0.056 0.298
H -2.042 -4.064 -3.964 -0.120 -0.004 -0.015
C -4.828 -0.528 -1.991 -0.021 -0.027 -0.028
S 2.892 -2.774 2.797 0.877 0.703 -0.672
H 3.025 6.120 -2.440 0.141 0.007 0.054
C -0.260 -3.059 -3.326 0.684 -0.080 -0.061
C 1.533 1.565 1.467 -0.387 -0.580 2.254
H -2.000 -5.354 3.400 -0.137 0.036 0.018
C 3.201 -0.267 -2.214 -0.033 0.149 -0.227
H 5.816 3.310 -2.238 0.008 0.082 0.024
H -1.324 -3.877 1.515 -0.131 0.055 0.000
C 0.690 -4.549 1.512 -0.015 0.343 -0.683
N 3.191 -0.685 1.190 0.222 0.416 -0.845
C 3.839 -0.424 2.348 0.048 -0.167 0.580
N -1.607 3.758 0.995 1.517 0.548 -0.220
C 2.612 -1.824 1.127 0.646 -0.912 2.020
C -2.845 1.607 1.056 0.261 -0.246 0.004
C -4.821 2.271 -1.575 -0.082 0.087 -0.122
C -5.043 3.099 2.140 1.019 -0.849 -0.574
C -0.878 6.204 -2.265 -0.012 0.044 0.064
O -0.288 -3.190 -0.438 -0.310 -0.185 0.068
C -5.986 1.527 -1.466 -0.026 0.244 0.058
O -3.255 -1.130 1.160 -0.608 0.152 0.116
H 3.587 3.162 2.273 -0.059 0.097 0.003